# 1
# C9H21NSi

C9H21NSi as an isolated structure at a distorted geometry (ωB97M-V/def2-TZVPD, the Open Molecules 2025 dataset).

As for the multiplicity: 1. As for the calculated total energy: -19040.8396 eV. The orbital gap is 8.4 eV.

XYZ file:
```
32
C9H21NSi | the Open Molecules 2025 dataset | ωB97M-V/def2-TZVPD
C -2.994 2.025 0.301
C 2.553 -0.678 -1.556
C 0.212 -0.325 -2.364
C 1.654 -0.124 1.247
C 0.840 1.701 -0.246
C -2.029 -1.916 0.226
C -1.528 -0.207 2.795
C 1.070 -0.690 -1.156
C 0.801 0.213 0.037
N -2.397 0.964 -0.004
Si -1.526 -0.209 0.890
H -3.381 2.659 -0.487
H -3.180 2.366 1.320
H 2.887 0.334 -1.775
H 3.174 -1.086 -0.764
H 2.701 -1.284 -2.448
H 0.555 0.605 -2.814
H -0.824 -0.203 -2.063
H 0.274 -1.105 -3.120
H 1.304 0.416 2.126
H 1.628 -1.190 1.468
H 2.694 0.169 1.080
H 1.829 2.007 -0.597
H 0.102 1.988 -0.988
H 0.630 2.260 0.665
H -1.195 -2.608 0.287
H -2.850 -2.342 0.797
H -2.338 -1.862 -0.812
H -1.002 -1.071 3.193
H -1.060 0.684 3.206
H -2.549 -0.245 3.174
H 0.823 -1.718 -0.860
```

***

# 2
# C4H12N2O2

A 2-piece molecular cluster, C4H12N2O2 overall at a distorted geometry (ωB97M-V/def2-TZVPD, the Open Molecules 2025 dataset).

As for the multiplicity: 1. As for the calculated total energy: -11417.2319 eV. The orbital gap is 10.3 eV.

XYZ file:
```
20
C4H12N2O2 | the Open Molecules 2025 dataset | ωB97M-V/def2-TZVPD
N 0.748 1.489 -1.626
C 0.085 1.922 -0.387
C -1.060 1.010 0.027
C -0.763 -0.468 -0.243
N 0.423 -0.980 0.460
C -1.896 -1.378 0.241
O -2.705 -1.006 1.040
H 0.148 1.717 -2.402
H 1.622 1.992 -1.741
H -0.236 2.969 -0.455
H 0.839 1.969 0.404
H -2.008 1.268 -0.455
H -1.215 1.159 1.097
H -0.503 -0.565 -1.290
H 0.345 -0.983 1.473
H 1.222 -0.417 0.206
H -1.816 -2.399 -0.166
O 3.757 -0.894 0.475
H 3.315 -1.277 -0.297
H 3.184 -1.151 1.218
```

***

> The lowest calculated total energy belongs to which entry?

C9H21NSi